23
Properties=species:S:1:pos:R:3:lowdin_charge:R:1 method="wB97M-V/def2-TZVPD" gap_ev=8.27 relative_energy_kcal_mol=163.04 smiles=CCN(O)N(N)N(C)C e_lumo_ev=0.968
C -1.32864 -2.00376 -0.28717 -0.13
C -0.36828 -1.16906 -1.10113 -0.10
N 1.09116 -0.93566 -0.02813 -0.15
O 2.27693 -1.52860 -0.53388 -0.06
N 0.92207 0.26205 0.67532 -0.21
N 0.51147 -0.06974 1.99234 0.04
N -0.10934 0.99802 -0.05577 -0.27
C -1.00398 1.80728 0.77881 -0.10
C 0.58045 1.84475 -1.04318 -0.08
H -0.80777 -2.79793 0.25099 0.07
H -1.84983 -1.38720 0.45112 0.06
H -2.06685 -2.47930 -0.94600 0.07
H -0.90080 -0.44526 -1.72058 0.08
H 0.20256 -1.76383 -1.81279 0.08
H 3.09345 -1.28236 -0.08222 0.08
H -0.11362 -0.87139 1.95728 0.06
H 1.35434 -0.41990 2.44078 0.08
H -1.67612 2.36395 0.11980 0.08
H -1.60968 1.16735 1.42030 0.07
H -0.45494 2.51764 1.40578 0.08
H -0.16210 2.27158 -1.72328 0.08
H 1.30494 1.25331 -1.60348 0.08
H 1.11458 2.66803 -0.55490 0.08



26
Properties=species:S:1:pos:R:3:lowdin_charge:R:1 method="wB97M-V/def2-TZVPD" gap_ev=8.98 relative_energy_kcal_mol=45.02 smiles="CN(N)[P@]1(=S)N(C)NC=[NH+]N1C" charge=+1 e_lumo_ev=-3.165
C 0.24985 -0.89697 2.14310 -0.11
N 0.99015 -1.08210 0.94918 -0.39
N 1.70045 -2.33140 0.73978 0.03
P 0.54976 -0.39424 -0.53243 0.44
S 1.14971 -0.91670 -2.28773 0.34
N 0.73173 1.27078 -0.23459 -0.30
C 1.76103 1.79857 0.70628 -0.04
N 0.17003 2.23607 -1.05489 0.05
C -1.02098 1.99092 -1.53961 -0.09
N -1.71952 0.89055 -1.34834 0.04
N -1.44552 -0.17279 -0.51866 -0.22
C -2.19123 -1.34448 -0.75068 -0.10
H -0.37653 -1.77114 2.50811 0.12
H 1.07095 -0.61321 2.89759 0.13
H -0.52545 -0.29286 1.98812 0.02
H 1.14781 -3.03778 1.26774 0.10
H 1.61038 -2.55892 -0.25761 0.01
H 2.40702 1.06392 0.98130 0.04
H 2.52979 2.51416 0.24467 0.13
H 1.45786 2.16371 1.60345 0.05
H 0.93821 2.76845 -1.45105 0.17
H -1.35960 2.82505 -2.24683 0.19
H -2.70323 0.94547 -1.48049 0.16
H -2.37305 -1.47524 -1.74260 0.07
H -1.74229 -2.21516 -0.40798 0.08
H -3.00734 -1.36465 -0.17580 0.06



20
Properties=species:S:1:pos:R:3:lowdin_charge:R:1 method="wB97M-V/def2-TZVPD" gap_ev=11.90 relative_energy_kcal_mol=22.76 charge=+1 e_lumo_ev=-3.302
C 0.02461 0.49580 -0.05754 -0.11
C -1.26920 -0.29188 -0.04955 -0.21
C -1.68153 -0.72901 -1.49415 -0.24
C -0.68671 -1.74832 -2.06589 -0.09
N 0.43116 0.63756 1.47519 0.18
H 0.21004 1.44964 -0.53590 0.14
H 0.83265 -0.15462 -0.33297 0.10
H -2.03019 0.40113 0.37124 0.12
H -1.37453 -1.19976 0.56021 0.13
H -1.66628 0.22358 -2.03137 0.11
H -2.68055 -1.16022 -1.49715 0.11
H -0.71894 -2.66274 -1.46960 0.09
H -0.96184 -1.83829 -3.11445 0.08
H 0.32475 -1.33951 -2.02415 0.06
H 0.64508 -0.28430 1.83582 0.16
H 1.23419 1.26166 1.68210 0.10
H -0.34726 1.21178 1.78648 0.15
H 3.05013 2.55824 2.73994 0.07
H 3.74213 1.33573 2.08904 0.07
O 2.92227 1.83353 2.13267 -0.03



20
Properties=species:S:1:pos:R:3:lowdin_charge:R:1 method="wB97M-V/def2-TZVPD" gap_ev=12.06 relative_energy_kcal_mol=16.97 charge=+1 e_lumo_ev=-3.286
C 0.31424 -1.43476 -0.61902 -0.12
C -1.00953 -0.71443 -0.47457 -0.21
C -1.01531 0.81719 -0.39143 -0.24
C -0.36069 1.46583 -1.63412 -0.07
N 1.38261 -0.83196 0.32036 0.19
H 0.43885 -2.49786 -0.46704 0.13
H 0.70698 -1.14900 -1.60309 0.12
H -1.70908 -1.06342 -1.23828 0.13
H -1.50738 -1.21073 0.37944 0.12
H -2.08548 1.03208 -0.27245 0.12
H -0.66911 1.19849 0.56397 0.08
H -0.76347 2.44822 -1.85033 0.08
H -0.33692 0.82024 -2.50496 0.08
H 0.69200 1.63599 -1.35701 0.07
H 2.30996 -1.08360 0.00569 0.16
H 1.16965 -0.98575 1.30728 0.13
H 1.36277 0.18237 0.19354 0.13
H 0.24951 -0.16668 3.66882 0.08
H 0.49539 1.21276 3.15120 0.06
O 0.33503 0.32502 2.82200 -0.06



20
Properties=species:S:1:pos:R:3:lowdin_charge:R:1 method="wB97M-V/def2-TZVPD" gap_ev=12.31 relative_energy_kcal_mol=10.71 charge=+1 e_lumo_ev=-2.922
C -2.47045 -0.30040 -0.24612 -0.07
C -1.33279 0.14480 0.63713 -0.16
N -0.16562 0.55891 -0.22561 0.03
C 0.83558 1.42037 0.45015 -0.18
C 1.95831 1.81722 -0.50520 -0.04
H -3.43704 -0.46547 0.22873 0.10
H -2.30199 -1.25453 -0.74571 0.09
H -2.68047 0.40663 -1.05468 0.09
H -1.62934 1.05186 1.15661 0.13
H -1.03992 -0.65792 1.29916 0.13
H -0.59378 0.96784 -1.05156 0.17
H 0.30864 -0.29638 -0.53189 0.17
H 1.20236 0.85387 1.29317 0.14
H 0.30297 2.26701 0.85420 0.13
H 2.29144 0.96007 -1.08467 0.09
H 1.60722 2.58752 -1.19040 0.09
H 2.73506 2.21436 0.11910 0.09
H 1.83193 -3.36341 -0.14712 0.05
H 0.28338 -3.60564 -0.11320 0.04
O 0.97617 -2.97013 0.07467 -0.06



21
Properties=species:S:1:pos:R:3:lowdin_charge:R:1 method="wB97M-V/def2-TZVPD" gap_ev=12.20 relative_energy_kcal_mol=19.95 charge=+1 e_lumo_ev=-2.799
O -2.41066 0.91823 0.17698 -0.05
C -1.92830 -0.02641 1.09974 -0.22
C -0.40107 0.10304 1.08111 -0.08
N -0.00274 0.56731 -0.31196 0.03
C -0.16275 -0.47679 -1.39216 -0.16
C 0.94146 -1.49551 -1.30421 -0.05
H -3.29963 1.18452 0.40970 0.12
H -2.20502 0.20860 2.12846 0.13
H -2.31369 -1.02487 0.89948 0.13
H -0.13430 0.89979 1.76741 0.13
H 0.12895 -0.81922 1.28892 0.13
H 0.98190 0.85879 -0.34299 0.13
H -0.57741 1.40711 -0.34414 0.16
H -1.16818 -0.87105 -1.29655 0.12
H -0.12625 0.10475 -2.31032 0.14
H 0.88466 -2.12374 -2.19247 0.10
H 1.92020 -1.05561 -1.13376 0.08
H 0.75252 -2.22508 -0.51105 0.09
H 3.51631 0.69713 0.63131 0.06
H 2.92231 2.04884 0.81816 0.06
O 2.68168 1.12018 0.83834 -0.03



21
Properties=species:S:1:pos:R:3:lowdin_charge:R:1 method="wB97M-V/def2-TZVPD" gap_ev=11.11 relative_energy_kcal_mol=24.86 charge=+1 e_lumo_ev=-2.929
C -0.28703 0.91713 1.72849 -0.08
C 0.95411 0.89966 0.83660 -0.21
C 0.72120 0.69990 -0.61084 -0.30
C 0.72827 1.60902 -1.58220 0.12
N -0.09601 -0.50756 -0.88055 0.19
H -0.04237 1.18268 2.76243 0.09
H -0.98023 1.73317 1.50830 0.09
H -0.77397 -0.06048 1.77004 0.07
H 1.48902 1.83547 0.99062 0.13
H 1.60810 0.11791 1.23773 0.11
H 0.96575 2.65415 -1.45880 0.09
H 0.41533 1.25074 -2.55757 0.08
H -0.10791 -0.85348 -1.83963 0.17
H -1.08606 -0.35963 -0.61017 0.10
H 0.28421 -1.31493 -0.33839 0.11
H 2.18308 -2.58079 -0.47414 0.07
H 1.96956 -2.73523 1.03751 0.08
O 1.55554 -2.43750 0.22799 -0.02
H -3.29304 -1.13839 0.05418 0.07
H -3.40204 -0.23665 -1.18910 0.06
O -2.80552 -0.67520 -0.61252 0.00



21
Properties=species:S:1:pos:R:3:lowdin_charge:R:1 method="wB97M-V/def2-TZVPD" gap_ev=11.61 relative_energy_kcal_mol=32.70 charge=+1 e_lumo_ev=-3.069
C 0.32282 -0.45916 -1.82870 -0.02
C 0.10578 0.33067 -0.46655 -0.31
C -1.43360 0.57587 -0.25734 -0.39
C -2.33515 -0.63675 -0.27568 -0.04
O -1.45817 1.16775 1.04068 -0.05
N 0.63608 -0.28531 0.70498 0.19
H -0.08028 0.18675 -2.54978 0.07
H -0.18170 -1.44909 -1.82820 0.09
H 1.39357 -0.43501 -2.04440 0.08
H 0.75470 1.17750 -0.75062 0.17
H -1.82401 1.16152 -1.13114 0.16
H -2.27081 -0.99339 -1.39032 0.12
H -3.40962 -0.29313 -0.07160 0.12
H -1.98747 -1.39140 0.38885 0.06
H -2.35481 1.50105 1.21576 0.13
H 0.20928 0.31366 1.44336 0.16
H 1.64582 -0.29288 0.84081 0.09
H 0.27581 -1.29923 0.94566 0.23
H 3.88420 -1.03004 1.43894 0.09
H 3.99317 -0.42276 0.06958 0.11
O 3.40073 -0.36778 0.89156 -0.08



21
Properties=species:S:1:pos:R:3:lowdin_charge:R:1 method="wB97M-V/def2-TZVPD" gap_ev=11.60 relative_energy_kcal_mol=36.90 charge=+1 e_lumo_ev=-3.897
C 1.18774 1.30490 -1.70696 -0.08
C 1.83445 0.26187 -0.77938 -0.23
C 1.43394 0.22530 0.67961 -0.12
C -0.53303 -0.70925 1.68056 0.12
N -0.05943 0.03936 0.76669 0.06
H 0.12924 1.41239 -1.49300 0.04
H 1.34509 1.14454 -2.76192 0.08
H 1.72015 2.26091 -1.55296 0.09
H 2.89015 0.58705 -0.70854 0.12
H 1.82467 -0.73521 -1.23372 0.12
H 1.65209 1.06010 1.35892 0.15
H 1.78554 -0.69240 1.15979 0.13
H -0.03450 -1.35643 2.39306 0.13
H -1.61110 -0.68494 1.80365 0.11
H -0.66269 0.71687 0.29032 0.11
H -2.27811 2.26718 -0.86829 0.07
H -2.74435 0.88320 -1.13594 0.08
O -2.35323 1.41331 -0.41890 -0.05
H -2.50026 -3.02951 1.23240 0.07
H -1.47394 -3.44550 0.22953 0.09
O -1.55241 -2.92375 1.06506 -0.07



21
Properties=species:S:1:pos:R:3:lowdin_charge:R:1 method="wB97M-V/def2-TZVPD" gap_ev=10.39 relative_energy_kcal_mol=43.09 charge=+1 e_lumo_ev=-3.156
C 1.97222 0.85740 -0.41103 -0.05
C 1.01300 -0.30573 -0.88091 -0.20
C -0.44508 -0.20311 -1.10014 -0.32
C -1.11502 -0.40532 -2.27492 0.10
N -1.22697 -0.07904 0.16834 0.18
H 2.98206 0.50036 -0.47735 0.07
H 1.86982 1.72470 -0.93575 0.03
H 1.67958 1.12270 0.67055 0.08
H 1.38210 -0.74558 -1.83005 0.13
H 1.13734 -1.14228 -0.17520 0.10
H -0.76562 -0.97004 -3.20037 0.11
H -2.18939 -0.14832 -2.27895 0.07
H -2.24876 -0.35155 0.08292 0.19
H -1.05090 0.96665 0.57950 0.16
H -0.82132 -0.70355 0.91363 0.13
H -0.16991 -3.16234 2.15828 0.08
H 0.78201 -2.01637 2.42981 0.07
O 0.17827 -2.33997 1.73873 -0.06
H -0.22521 3.17259 0.96910 0.08
H -0.34139 2.47311 2.43124 0.11
O -0.42607 2.36169 1.44705 -0.06